--- w ---
Density functional theory data (the ωB97M-V functional and the def2-TZVPD basis) for the molecule H3N2P.

ORCA input file:
```
! RIJCOSX wB97M-V def2-TZVPD def2/J DEFGRID3
* xyz 0 1
H -1.36200 -1.16377 1.55721
N -0.39052 -0.80428 1.36548
P -0.73699 -0.35431 -0.40093
N 0.68124 0.43766 -0.80201
H 1.07033 0.85154 0.01273
H 0.73795 1.03317 -1.73248
*
```

SMILES = [H]/N=P/N
Orbital gap (alpha / beta) = 8.776 / 8.774 eV

--- x ---
Density functional theory data (the ωB97M-V functional and the def2-TZVPD basis) for the molecule H3N2P.

ORCA input file:
```
! RIJCOSX wB97M-V def2-TZVPD def2/J DEFGRID3
* xyz 0 1
N 1.26747 -0.53882 0.34207
P -0.26921 -0.66200 0.02085
N 0.62459 0.73332 -0.26280
H -0.96085 -1.10376 -1.27797
H -1.34638 0.00641 0.69642
H 0.68438 1.56484 0.48143
*
```

SMILES = N1=[PH2]N1
Orbital gap = 8.007 eV

Energies relative to the most stable structure are w 0.0000; x 0.1240, reported in hartree.

--- w ---
Density functional theory data (the ωB97M-V functional and the def2-TZVPD basis) for the molecule C15H19N3O3S2.

ORCA input file:
```
! RIJCOSX wB97M-V def2-TZVPD def2/J DEFGRID3
* xyz 0 1
C -5.36716 -0.86614 0.69348
C -4.46884 0.02807 -0.15307
C -2.97919 -0.24572 0.05082
C -2.55231 -1.61053 -0.49291
C -1.11170 -1.87492 -0.26262
N -0.43240 -1.47228 0.74526
N 0.83626 -1.87291 0.76499
C 1.16752 -2.58652 -0.25838
N 2.38507 -3.14664 -0.50389
C 3.62628 -2.77709 -0.02311
O 4.61058 -3.34905 -0.41869
C 3.63048 -1.64832 0.95087
S 3.23704 -0.09051 0.01047
O 2.42869 -0.41404 -1.13172
O 4.47998 0.57746 -0.23882
C 2.26624 0.91066 1.20133
C 1.65981 2.01577 0.41246
C 2.44626 3.06932 -0.03954
C 1.89131 4.06194 -0.82690
C 0.55045 4.01007 -1.17052
C -0.23493 2.95946 -0.72715
C 0.31785 1.96296 0.05718
S -0.15816 -2.85178 -1.37674
H -5.09553 -0.79134 1.74395
H -5.28938 -1.90701 0.38986
H -6.40605 -0.56355 0.58606
H -4.66289 1.06987 0.11058
H -4.72014 -0.09702 -1.20879
H -2.40358 0.52601 -0.46301
H -2.73566 -0.19636 1.11271
H -2.76214 -1.67411 -1.56255
H -3.12270 -2.39989 0.00566
H 2.42696 -3.79941 -1.27832
H 4.62240 -1.50895 1.36875
H 2.86013 -1.75992 1.70526
H 1.51850 0.25000 1.62787
H 2.98628 1.24995 1.93992
H 3.49443 3.09675 0.21628
H 2.50749 4.87633 -1.17737
H 0.11935 4.78537 -1.78637
H -1.28037 2.91667 -0.99664
H -0.28623 1.13735 0.40336
*
```

SMILES = CCCCc1nnc(NC(=O)CS(=O)(=O)Cc2ccccc2)s1
Orbital gap = 9.658 eV

--- x ---
Density functional theory data (the ωB97M-V functional and the def2-TZVPD basis) for C15H19N3O3S2 as an isolated structure.

ORCA input file:
```
! RIJCOSX wB97M-V def2-TZVPD def2/J DEFGRID3
* xyz 0 1
C -3.76913 -1.70410 0.92782
C -4.80478 -0.78705 0.42951
C -4.46366 0.79938 0.53400
H -5.46507 1.25214 0.29806
C -3.44925 1.03811 -0.48629
C -2.19515 0.71056 0.33296
O -1.99151 0.88322 1.61475
N -1.27104 0.23645 -0.70356
C -0.02690 -0.24744 -0.41693
C 0.75747 -0.90606 -1.39529
C 1.92843 -1.16905 -1.17751
C 2.45773 -1.19099 -0.04528
C 1.91838 -0.89575 1.00804
C 0.64576 -0.11754 0.97483
H 0.07760 0.23000 1.62702
H 2.31821 -0.70174 2.20336
S 4.23770 -2.08516 0.32226
O 4.56572 -1.93965 1.72149
O 4.48757 -3.02938 -0.53065
N 5.10035 -0.73304 -0.50139
C 5.15807 0.48373 -0.23399
N 4.14758 1.14714 0.68363
C 4.57957 2.44379 0.91592
C 5.72714 2.81740 0.60252
S 6.60477 1.68479 -0.68250
H 6.33314 3.74807 0.54566
H 3.88442 2.71694 1.42373
H 5.98312 -0.99482 -1.10682
H 2.45645 -1.87037 -1.88700
H 0.28995 -0.95394 -2.29020
H -1.54227 0.20916 -1.58716
C -3.72095 0.84962 -1.93219
H -3.58611 -0.15428 -1.97305
H -4.71094 1.06523 -2.11921
H -3.01480 1.33810 -2.43872
H -3.43740 2.51192 -0.19974
H -4.32259 0.92890 1.42399
H -5.81712 -0.95206 1.34791
H -5.28948 -0.96233 -0.57110
H -3.55167 -1.29599 1.91593
H -4.09264 -2.80911 1.05340
H -3.13664 -1.59479 0.37181
*
```

Orbital gap = 7.814 eV

Energies relative to the most stable structure are w 0.0000; x 0.6282, reported in hartree.

--- w ---
Density functional theory data (the ωB97M-V functional and the def2-TZVPD basis) for the molecule C5H6N2O2.

ORCA input file:
```
! RIJCOSX wB97M-V def2-TZVPD def2/J DEFGRID3
* xyz 0 1
C 2.50333 0.54613 0.06426
C 1.04311 0.12829 -0.05239
C -0.11066 0.84969 -0.05029
C -1.15940 -0.13446 -0.12566
C -2.58845 0.26142 -0.01307
O -2.96967 1.38090 -0.10345
O -3.44023 -0.79333 0.08943
N -0.66962 -1.38410 -0.08502
N 0.65428 -1.17270 -0.10522
H 2.99789 0.28186 -0.90597
H 2.59868 1.62411 0.30875
H 2.90400 0.01537 0.94735
H -0.16878 1.92093 -0.05101
H -2.86274 -1.52934 0.26945
H 1.26828 -1.99477 -0.18717
*
```

SMILES = Cc1cc(C(=O)O)n[nH]1
Orbital gap = 10.527 eV

--- x ---
Density functional theory data (the ωB97M-V functional and the def2-TZVPD basis) for C5H6N2O2 as an isolated structure.

ORCA input file:
```
! RIJCOSX wB97M-V def2-TZVPD def2/J DEFGRID3
* xyz 0 1
C -3.45553 -0.77489 -0.17918
C -1.88849 0.54000 -0.02867
C 0.79853 -0.36383 -0.58481
C 0.92845 0.07099 0.84683
C 0.16764 0.90146 -0.14332
N -3.96996 0.34138 0.19932
N -2.91979 1.19685 0.21504
O -2.10552 -0.73639 -0.35948
O 0.51160 2.00790 -0.73053
H -4.02197 -1.64667 -0.47210
H 1.70299 -0.32987 -1.17803
H 0.14238 -1.21500 -0.63532
H 0.24029 -0.55828 1.50732
H 1.89656 0.37626 1.15747
H 0.66645 2.83568 -0.07153
*
```

Orbital gap = 10.380 eV

Energies relative to the most stable structure are w 0.0000; x 0.1778, reported in hartree.

--- w ---
Density functional theory data (the ωB97M-V functional and the def2-TZVPD basis) for a 3-piece molecular cluster, C5H6N2O2 overall.

ORCA input file:
```
! RIJCOSX wB97M-V def2-TZVPD def2/J DEFGRID3
* xyz 0 1
C -0.40822 -0.85405 1.07215
C 0.61667 0.27391 0.73993
C -0.21642 1.06833 -0.30801
C -0.91315 -0.01067 -1.23084
C 1.75553 0.03954 -0.10583
H -1.08317 -0.81849 2.46242
H -1.60284 -0.82068 -0.04562
H -0.02425 -1.95608 0.69765
H -0.70859 1.11650 1.48195
H 0.50266 1.66670 -0.97392
H -1.81894 0.31743 -1.79548
N -0.01962 1.40503 0.93893
N -0.22912 -1.00545 -1.61904
O 1.25975 -0.72576 -1.24739
O 2.88972 0.30374 -0.06691
*
```

Orbital gap = 8.752 eV

--- x ---
Density functional theory data (the ωB97M-V functional and the def2-TZVPD basis) for the molecule C5H6N2O2.

ORCA input file:
```
! RIJCOSX wB97M-V def2-TZVPD def2/J DEFGRID3
* xyz 0 1
H 1.04107 0.63082 2.57811
N 0.29286 0.01588 2.25496
C -0.12716 0.18736 1.10479
C 0.58460 1.26572 0.06591
O 1.96861 1.06730 0.08811
C -1.03709 -0.74414 0.37672
C -0.27882 -1.10224 -0.90056
O 0.81910 -1.61961 -0.91803
C -1.06746 -0.86259 -2.09873
N -1.74706 -0.71874 -3.01141
H 0.40448 2.23792 0.53442
H 0.16933 1.35118 -0.94626
H 2.16133 0.17843 -0.25301
H -1.98099 -0.24833 0.14352
H -1.20279 -1.63896 0.98146
*
```

SMILES = [H]/N=C(\CO)CC(=O)C#N
Orbital gap = 8.900 eV

Energies relative to the most stable structure are w 0.3624; x 0.0000, reported in hartree.

--- w ---
Density functional theory data (the ωB97M-V functional and the def2-TZVPD basis) for C5H6N2O2 as an isolated structure.

ORCA input file:
```
! RIJCOSX wB97M-V def2-TZVPD def2/J DEFGRID3
* xyz 0 1
C -0.87846 -2.07790 -0.08156
C 0.27751 -1.70791 0.83629
C 0.11623 0.67094 0.07061
C -0.38974 2.59527 -0.56918
C -0.48345 1.75118 -1.65481
H -0.60074 -2.15487 -1.28882
H -1.73210 -1.46974 0.11851
H -1.23100 -3.32084 0.31072
H 1.39647 -0.49316 1.31318
H -0.81806 3.56746 -0.50456
H -0.82980 1.82657 -2.89081
N 0.67431 -0.36856 0.79711
N 0.03120 1.87233 0.61590
O 0.93646 -2.53043 1.39394
O -0.05845 0.54651 -1.21360
*
```

Orbital gap = 10.093 eV

--- x ---
Density functional theory data (the ωB97M-V functional and the def2-TZVPD basis) for C5H6N2O2 as an isolated structure.

ORCA input file:
```
! RIJCOSX wB97M-V def2-TZVPD def2/J DEFGRID3
* xyz 0 1
C 0.42837 -1.66400 0.12155
C -0.88488 -0.82354 -0.06732
C -0.38819 1.40643 0.12475
C 1.01471 -0.00027 0.41566
C -0.44944 0.13845 0.80330
H 0.77998 -1.97974 -0.87519
H 0.93816 -2.45797 0.99872
H -1.79316 -1.40048 -0.24033
H -0.38504 1.61697 -1.69432
H 1.22893 0.37620 -0.57926
H -0.82721 0.34826 1.80159
N -1.09951 1.33339 -1.00672
N 0.66504 2.01259 0.39631
O -0.94239 -0.14246 -1.39013
O 1.71464 1.23616 1.19139
*
```

Orbital gap = 9.096 eV

Energies relative to the most stable structure are w 0.0000; x 0.3279, reported in hartree.

--- w ---
Density functional theory data (the ωB97M-V functional and the def2-TZVPD basis) for a 2-piece molecular cluster, C5H13N overall.

ORCA input file:
```
! RIJCOSX wB97M-V def2-TZVPD def2/J DEFGRID3
* xyz 0 1
C -0.15216 -3.06470 -1.03899
N -1.34872 -2.68854 -0.90098
C -1.74182 -1.47820 -1.56373
H 0.17766 -3.96642 -0.53793
H 0.58112 -2.51533 -1.65047
H -0.91623 -0.97164 -2.07462
H -2.20729 -0.82575 -0.81984
H -2.58278 -1.70650 -2.22136
C 0.87685 1.18658 0.29694
C 1.31396 2.54555 0.85244
C 0.77605 2.83615 2.24042
H 1.05792 0.38960 1.01955
H 1.50392 0.93053 -0.55790
H -0.13200 1.20177 -0.11054
H 0.98812 3.32435 0.16462
H 2.40693 2.59258 0.84278
H 1.13873 3.80799 2.60821
H -0.31379 2.93224 2.24781
H 1.07754 2.11471 2.99614
*
```

SMILES = C=NC.CCC
Orbital gap = 10.874 eV

--- x ---
Density functional theory data (the ωB97M-V functional and the def2-TZVPD basis) for the molecule C5H13N.

ORCA input file:
```
! RIJCOSX wB97M-V def2-TZVPD def2/J DEFGRID3
* xyz 0 1
C 1.64077 1.33721 -0.32677
N 0.85991 0.19773 -0.78861
C -0.31983 -0.32639 0.03215
C 0.17156 -1.75669 0.24500
C -1.59828 -0.24326 -0.79387
C -0.48537 0.40944 1.36051
H 1.04674 2.24692 -0.15302
H 2.38592 1.57156 -1.08509
H 2.14974 1.06254 0.59565
H 0.51397 0.40538 -1.72207
H 1.31389 -1.37363 -0.07294
H -0.12257 -2.41428 -0.57217
H -0.18766 -2.17140 1.18123
H -1.47271 -0.75100 -1.74973
H -1.87622 0.79496 -0.97593
H -2.40933 -0.73532 -0.26408
H -1.31287 -0.04254 1.90588
H 0.40747 0.32207 1.97644
H -0.70515 1.46670 1.20743
*
```

SMILES = CNC(C)(C)C
Orbital gap = 9.554 eV

--- y ---
Density functional theory data (the ωB97M-V functional and the def2-TZVPD basis) for the molecule C5H13N.

ORCA input file:
```
! RIJCOSX wB97M-V def2-TZVPD def2/J DEFGRID3
* xyz 0 1
C -2.46774 -0.38508 0.01229
C -0.98349 -0.70194 -0.16538
C -0.01698 0.34436 0.49507
C 0.08047 1.61895 -0.37146
C 1.40020 -0.19449 0.70990
N 2.11559 -0.59865 -0.54135
H -2.70544 0.88038 -0.10387
H -3.02656 -1.05757 -0.85928
H -2.99075 -0.82175 1.05601
H -0.68363 -1.75730 0.11114
H -0.88392 -0.81078 -1.26540
H -0.35801 0.66806 1.53644
H 0.61688 2.37893 0.24734
H 0.60997 1.42587 -1.34843
H -0.98234 1.98098 -0.68551
H 1.96949 0.61446 1.11655
H 1.21588 -0.86869 1.52681
H 1.33906 -1.20473 -1.25638
H 2.99548 -1.32814 -0.36849
*
```

SMILES = CC[C@H](C)CN
Orbital gap = 10.348 eV

Energies relative to the most stable structure are w 0.0000; x 0.0110; y 0.0585, reported in hartree.